Record 1
Molecular formula: C18H21Cl2F3N6O2PbS
Method: DFT, ωB97M-V/def2-TZVPD

XYZ file:
```
54
C18H21Cl2F3N6O2PbS | the OMol25 dataset | ωB97M-V/def2-TZVPD
Pb -0.581 0.390 -0.391
C 3.109 3.771 -1.101
C 2.255 2.620 -0.635
N 1.711 1.797 -1.464
N 2.108 1.948 -2.752
C 1.341 1.387 -3.669
N 1.903 1.483 -4.946
S -0.190 0.674 -3.540
C 2.096 2.380 0.815
C 2.759 3.161 1.769
C 2.619 2.860 3.113
C 1.820 1.797 3.499
C 1.190 1.070 2.497
N 1.345 1.346 1.209
H 2.742 4.107 -2.068
H 4.150 3.463 -1.245
H 3.088 4.605 -0.402
H 2.911 1.541 -4.917
H 1.534 0.787 -5.573
H 3.390 3.984 1.469
H 3.136 3.458 3.855
H 1.681 1.528 4.537
H 0.550 0.220 2.732
Cl 4.037 -0.945 0.796
C 2.903 -1.756 1.810
Cl -0.141 -2.319 3.277
H 2.606 -1.298 2.740
H 2.306 -2.552 1.393
N -2.663 -3.920 -0.709
C -1.912 -2.781 -0.873
O -2.435 -1.757 -1.269
C -0.463 -2.921 -0.461
C 0.458 -1.928 -1.107
H -3.623 -3.894 -1.003
H -2.229 -4.796 -0.491
H -0.171 -3.970 -0.636
H -0.449 -2.787 0.632
H 0.501 -1.895 -2.191
H 1.428 -1.848 -0.630
F -7.296 0.049 3.954
C -6.290 0.927 4.187
F -6.017 0.825 5.509
F -6.813 2.156 4.005
C -5.092 0.657 3.332
C -4.463 -0.577 3.427
C -3.351 -0.805 2.629
N -2.886 0.107 1.776
C -3.485 1.291 1.686
C -4.601 1.611 2.459
H -4.815 -1.337 4.112
H -2.776 -1.723 2.698
H -3.010 1.957 0.946
H -5.065 2.583 2.371
O -1.585 2.119 -0.396
```

Output
Kohn-Sham gap (spin up / spin down) ... 4.8336 / 5.9785 eV
Total charge ... -2

Record 2
Molecular formula: C18H21ClN2O4
Method: DFT, ωB97M-V/def2-TZVPD

XYZ file:
```
46
C18H21ClN2O4 | the OMol25 dataset | ωB97M-V/def2-TZVPD
O -0.245 3.752 0.960
O 2.501 2.610 -2.646
Cl -3.989 -8.066 0.067
O -4.152 -2.154 0.387
O -3.201 -3.645 2.527
C 0.971 3.647 0.944
C 3.352 2.914 -1.817
C -0.649 0.003 -0.433
C -1.804 0.638 0.028
C -0.644 -1.380 -0.628
C -4.565 -5.575 -0.896
C -2.955 -0.113 0.293
C -1.796 -2.126 -0.361
C -4.607 -4.178 -0.816
C -3.613 -5.672 1.324
C -4.062 -6.326 0.172
C -2.972 -1.500 0.105
C -4.140 -3.524 0.330
C -3.654 -4.281 1.407
N 4.572 3.268 -2.233
N 1.585 3.105 -0.106
C 1.781 4.150 2.123
C 5.707 3.689 -1.414
C 3.370 1.486 0.284
C 3.016 2.860 -0.308
H -3.282 -2.686 2.374
H 0.242 0.586 -0.644
H -1.810 1.716 0.178
H 0.251 -1.874 -0.995
H -4.919 -6.083 -1.787
H -3.853 0.383 0.646
H -1.761 -3.198 -0.529
H -4.988 -3.590 -1.646
H -3.225 -6.243 2.160
H 4.695 3.249 -3.235
H 0.984 2.859 -0.879
H 2.360 3.335 2.548
H 1.096 4.534 2.877
H 2.438 4.951 1.794
H 6.567 3.888 -2.056
H 5.460 4.602 -0.871
H 5.979 2.905 -0.706
H 3.103 1.448 1.340
H 2.823 0.705 -0.246
H 4.439 1.298 0.184
H 3.593 3.629 0.204
```

Output
Kohn-Sham gap ... 9.0806 eV
SMILES ... CNC(=O)[C@H](C)NC(C)=O.Oc1cc(Cl)ccc1Oc1ccccc1

Record 3
Molecular formula: C18H21F3N2O3S2
Method: DFT, ωB97M-V/def2-TZVPD

XYZ file:
```
49
C18H21F3N2O3S2 | the OMol25 dataset | ωB97M-V/def2-TZVPD
C -3.886 -1.538 1.858
C -3.165 -0.367 2.516
C -1.749 -0.241 1.966
N -0.979 -1.474 2.003
C 0.366 -1.358 1.948
C 1.099 -0.198 1.881
C 2.562 -0.420 1.873
C 2.714 -1.970 2.016
C 1.287 -2.563 2.003
C -1.625 -2.770 1.818
C -3.128 -2.833 2.130
H -4.907 -1.619 2.248
H -3.947 -1.367 0.773
H -3.690 0.572 2.308
H -3.120 -0.501 3.606
H -1.807 0.155 0.936
H -1.224 0.518 2.561
H 0.706 0.811 1.902
H 3.027 -0.087 0.937
H 3.061 0.128 2.685
H 3.336 -2.397 1.217
H 3.189 -2.197 2.976
H 1.093 -3.171 2.901
H 1.141 -3.231 1.144
H -1.473 -3.127 0.784
H -1.116 -3.501 2.465
H -3.240 -3.108 3.188
H -3.560 -3.648 1.537
F -1.244 6.429 -3.478
C -0.292 5.709 -2.808
F 0.648 5.293 -3.693
F 0.315 6.546 -1.925
S -1.122 4.353 -1.911
N -0.110 2.983 -2.251
C 0.095 2.424 -3.547
O -0.444 2.818 -4.571
C 1.053 1.308 -3.333
C 1.139 0.920 -2.009
C 1.955 -0.122 -1.600
C 2.657 -0.848 -2.563
C 2.564 -0.481 -3.917
C 1.774 0.604 -4.305
S 0.163 1.922 -0.945
O 0.963 2.555 0.071
O -1.094 1.300 -0.595
H 1.995 -0.351 -0.545
H 3.246 -1.711 -2.251
H 3.089 -1.079 -4.663
H 1.683 0.931 -5.336
```

Output
Kohn-Sham gap ... 6.5202 eV
SMILES ... O=C1c2ccccc2S(=O)(=O)N1SC(F)(F)F.C1=C(N2CCCCC2)CCC1

Record 4
Molecular formula: C18H21I2N4O2PdS
Method: DFT, ωB97M-V/def2-TZVPD

XYZ file:
```
49
C18H21I2N4O2PdS | the OMol25 dataset | ωB97M-V/def2-TZVPD
Pd 1.332 -1.315 -0.914
O 1.855 -1.944 0.945
C 0.998 -2.142 1.878
C 1.386 -1.890 3.223
C 0.519 -2.096 4.262
C -0.770 -2.578 4.022
C -1.161 -2.899 2.739
C -0.307 -2.695 1.655
C -0.698 -3.079 0.319
N -0.272 -2.556 -0.834
C -0.901 -3.231 -1.839
C -1.706 -4.187 -1.296
N -1.575 -4.077 0.053
H 2.388 -1.523 3.387
H 0.834 -1.887 5.273
H -1.459 -2.713 4.840
H -2.155 -3.293 2.579
H -0.766 -2.981 -2.875
H -2.329 -4.919 -1.765
H -2.021 -4.671 0.735
I 1.018 -0.483 -3.354
I 1.499 -0.882 -6.584
S 5.108 0.944 -0.015
C 5.347 -0.234 -1.240
C 4.172 -0.834 -1.557
N 3.106 -0.368 -0.850
C 3.444 0.560 0.002
H 6.314 -0.420 -1.658
H 4.044 -1.612 -2.296
H 2.744 1.049 0.659
O 0.236 0.759 -0.066
C -0.643 1.568 -0.396
C -1.794 1.886 0.525
C -1.766 3.349 0.993
C -2.392 4.333 0.007
C -1.634 4.453 -1.313
C -1.585 3.130 -2.080
N -0.590 2.216 -1.557
H -1.718 1.221 1.387
H -2.732 1.676 0.005
H -0.735 3.644 1.199
H -2.318 3.418 1.932
H -2.432 5.316 0.478
H -3.420 4.028 -0.203
H -0.618 4.809 -1.133
H -2.132 5.192 -1.940
H -1.338 3.310 -3.126
H -2.570 2.653 -2.041
H 0.191 1.993 -2.163
```

Output
Kohn-Sham gap (spin up / spin down) ... 3.3575 / 3.0291 eV
Total charge ... +1

Record 5
Molecular formula: C18H21N3O2S
Method: DFT, ωB97M-V/def2-TZVPD

XYZ file:
```
45
C18H21N3O2S | the OMol25 dataset | ωB97M-V/def2-TZVPD
C 0.431 -2.662 5.810
C 0.798 -1.817 5.045
N -0.237 -3.564 -2.452
N 1.059 -4.135 -2.782
O -2.680 -0.451 0.229
O -0.966 1.865 0.661
S 1.084 -1.605 -3.533
C -0.242 -2.287 -2.605
C 1.836 -3.159 -3.196
C -1.402 -1.500 -2.202
C -1.822 -0.221 -2.605
C -5.167 2.031 -1.075
C -4.758 2.175 -2.399
C -4.542 1.107 -0.306
C -3.798 1.295 -2.944
C -3.375 0.381 -0.676
C -3.025 0.472 -2.087
N 0.264 -0.474 3.091
C 3.279 -3.352 -3.503
C 1.427 0.548 5.027
C -2.199 0.100 1.459
C -0.013 0.832 2.580
C 1.222 -0.702 4.180
C -0.740 0.606 1.260
H 0.017 -3.354 6.488
H -1.483 1.821 -0.160
H -2.084 -1.967 -1.369
H -1.285 0.197 -3.528
H -6.124 2.450 -0.802
H -5.292 2.792 -3.072
H -4.876 0.895 0.753
H -3.523 1.451 -3.985
H 0.415 -1.117 2.297
H 3.412 -3.236 -4.582
H 3.447 -4.396 -3.176
H 3.953 -2.754 -3.038
H 2.038 0.378 5.938
H 1.797 1.369 4.405
H 0.492 0.782 5.539
H -2.179 -0.677 2.216
H -2.782 0.998 1.828
H 0.857 1.321 2.259
H -0.644 1.417 3.330
H 2.184 -0.969 3.740
H -0.005 -0.069 0.772
```

Output
Kohn-Sham gap ... 8.0959 eV
SMILES ... C#C[C@H](C)NC[C@H](O)COc1ccccc1/C=C/c1nnc(C)s1

Record 6
Molecular formula: C18H21N3O6S
Method: DFT, ωB97M-V/def2-TZVPD

XYZ file:
```
49
C18H21N3O6S | the OMol25 dataset | ωB97M-V/def2-TZVPD
C -3.477 -3.802 -0.034
H -4.167 -3.645 -0.859
H -4.020 -4.265 0.785
H -2.688 -4.474 -0.359
C -2.872 -2.483 0.437
N -1.973 -1.917 -0.543
S -0.625 -1.133 0.014
O 0.263 -0.964 -1.096
O -0.153 -1.873 1.156
C -1.146 0.495 0.575
C -0.672 1.585 -0.125
C -0.869 2.866 0.378
C -1.657 3.036 1.512
C -2.178 1.935 2.172
C -1.886 0.653 1.731
H -2.209 -0.215 2.283
H -2.780 2.075 3.057
H -1.833 4.035 1.883
C -0.168 4.039 -0.229
O -0.691 5.098 -0.503
N 1.167 3.832 -0.432
N 1.769 2.674 -0.085
C 2.952 2.373 -0.470
C 3.516 1.079 -0.198
C 4.762 0.740 -0.744
C 5.286 -0.522 -0.600
C 4.561 -1.501 0.076
C 3.317 -1.190 0.639
C 2.811 0.103 0.539
O 1.649 0.367 1.177
H 1.412 1.292 0.961
O 2.655 -2.194 1.281
H 1.710 -1.965 1.370
O 5.044 -2.756 0.194
H 4.376 -3.272 0.671
H 6.242 -0.786 -1.020
H 5.310 1.488 -1.298
H 3.554 3.064 -1.069
H 1.696 4.570 -0.902
H -0.114 1.404 -1.031
C -2.494 -1.456 -1.810
C -3.533 -0.340 -1.711
H -3.138 0.512 -1.163
H -4.435 -0.688 -1.213
H -3.803 -0.012 -2.711
H -2.921 -2.313 -2.339
H -1.623 -1.111 -2.368
H -3.673 -1.777 0.699
H -2.257 -2.662 1.320
```

Output
Kohn-Sham gap ... 8.1012 eV
SMILES ... CCN(CC)S(=O)(=O)c1cccc(C(=O)N/N=C/c2ccc(O)c(O)c2O)c1

Record 7
Molecular formula: C18H21N5O2Os
Method: DFT, ωB97M-V/def2-TZVPD

XYZ file:
```
47
C18H21N5O2Os | the OMol25 dataset | ωB97M-V/def2-TZVPD
N 0.607 -0.841 1.525
C 0.831 -1.034 2.659
C 1.221 -1.315 4.018
H 2.090 -0.700 4.287
H 1.495 -2.376 4.114
H 0.410 -1.103 4.731
N -1.507 -1.616 -1.424
C -2.396 -2.206 -1.918
C -3.363 -3.040 -2.574
H -3.134 -4.087 -2.362
H -3.325 -2.874 -3.654
H -4.382 -2.830 -2.231
N 0.891 1.180 -1.630
C 1.299 2.154 -2.133
C 1.894 3.273 -2.826
H 1.139 3.916 -3.298
H 2.563 2.886 -3.604
H 2.480 3.881 -2.127
Os -0.942 0.045 -0.196
C -1.996 1.053 -1.328
O -2.652 1.732 -2.027
C -2.292 -0.497 0.921
O -3.183 -0.841 1.613
C 1.824 -2.868 -0.266
C 2.713 -1.801 -0.305
C 2.828 -1.036 -1.458
C 2.050 -1.335 -2.570
C 1.160 -2.400 -2.531
C 1.048 -3.168 -1.378
H 1.746 -3.474 0.630
H 3.321 -1.569 0.564
H 3.524 -0.205 -1.490
H 2.144 -0.740 -3.472
H 0.564 -2.643 -3.406
H 0.365 -4.012 -1.353
C -1.252 1.171 3.444
C -0.947 2.039 2.308
N -0.749 1.826 1.006
C -0.552 3.084 0.427
C -0.654 4.034 1.384
N -0.879 3.359 2.568
H -0.498 1.299 4.229
H -2.221 1.469 3.867
H -1.295 0.141 3.128
H -0.350 3.188 -0.653
H -0.611 5.111 1.306
H -1.028 3.768 3.484
```

Output
Kohn-Sham gap (spin up / spin down) ... 4.4531 / 2.0908 eV
Expectation value of S² ... 6.02
Spin multiplicity ... 5
Total charge ... +4

Record 8
Molecular formula: C18H21N6ORuS3
Method: DFT, ωB97M-V/def2-TZVPD

XYZ file:
```
50
C18H21N6ORuS3 | the OMol25 dataset | ωB97M-V/def2-TZVPD
Ru -0.362 0.393 0.255
C 2.440 4.358 -2.319
C 2.693 3.530 -1.119
N 3.802 3.427 -0.464
N 3.549 2.554 0.555
C 2.310 2.104 0.554
S 1.519 1.027 1.624
N 1.744 2.706 -0.502
N 0.395 2.508 -0.818
H 3.390 4.721 -2.703
H 1.824 5.227 -2.075
H 1.938 3.788 -3.104
H 4.283 2.342 1.218
H -0.148 3.283 -0.436
H 0.294 2.516 -1.831
O 1.210 -0.583 -1.034
C 0.877 -1.303 -2.269
C -0.013 -2.508 -2.027
C -1.284 -2.146 -1.250
C -1.994 -0.971 -1.852
C -2.785 -1.084 -2.984
C -3.409 0.037 -3.502
C -3.245 1.262 -2.861
C -2.443 1.316 -1.748
N -1.802 0.228 -1.269
H 1.781 -1.154 -0.501
H 1.807 -1.601 -2.749
H 0.388 -0.571 -2.909
H 0.529 -3.286 -1.486
H -0.270 -2.920 -3.005
H -1.022 -1.912 -0.211
H -1.957 -3.002 -1.208
H -2.920 -2.055 -3.442
H -4.032 -0.042 -4.383
H -3.746 2.152 -3.215
H -2.325 2.238 -1.192
S -2.160 1.159 1.614
C -1.627 0.003 2.682
N -0.554 -0.712 2.296
C -0.145 -1.554 3.257
C 0.988 -2.403 3.216
C 1.229 -3.192 4.294
C 0.356 -3.184 5.432
C -0.752 -2.356 5.503
C -0.994 -1.522 4.431
S -2.260 -0.362 4.253
H 1.642 -2.403 2.355
H 2.093 -3.842 4.302
H 0.573 -3.846 6.261
H -1.405 -2.366 6.366
```

Output
Kohn-Sham gap (spin up / spin down) ... 4.3682 / 4.6429 eV
Total charge ... +3

Record 9
Molecular formula: C18H21N6S3V
Method: DFT, ωB97M-V/def2-TZVPD

XYZ file:
```
49
C18H21N6S3V | the OMol25 dataset | ωB97M-V/def2-TZVPD
V 0.242 0.128 0.028
C 5.378 -1.022 2.630
C 4.330 -2.120 2.512
N 3.008 -1.690 2.945
C 2.120 -1.007 2.213
S 2.451 -0.726 0.521
N 1.061 -0.569 2.891
N 0.157 0.078 2.119
C -0.762 0.781 2.701
C -0.860 0.944 4.182
C -1.730 1.427 1.800
C -2.771 2.216 2.274
C -3.652 2.792 1.375
C -3.477 2.577 0.017
C -2.411 1.796 -0.386
N -1.556 1.236 0.472
H 6.352 -1.393 2.312
H 5.465 -0.677 3.662
H 5.109 -0.173 2.002
H 4.602 -2.977 3.129
H 4.256 -2.467 1.483
H 2.790 -1.742 3.929
H 0.018 0.514 4.651
H -1.746 0.434 4.571
H -0.934 1.998 4.454
H -2.892 2.372 3.336
H -4.469 3.405 1.732
H -4.145 3.005 -0.716
H -2.225 1.605 -1.436
C 1.464 2.733 -2.259
C 0.970 1.447 -2.830
N 0.469 0.474 -2.118
C 0.109 -0.615 -2.898
C 0.337 -0.448 -4.221
S 1.014 1.096 -4.507
C -0.442 -1.770 -2.191
C -0.796 -2.984 -2.675
S -1.350 -3.975 -1.398
C -1.091 -2.714 -0.274
N -0.617 -1.629 -0.828
C -1.347 -2.853 1.187
H 1.393 2.700 -1.173
H 0.877 3.576 -2.624
H 2.504 2.905 -2.531
H 0.146 -1.137 -5.028
H -0.749 -3.346 -3.689
H -1.778 -3.823 1.425
H -2.032 -2.071 1.519
H -0.412 -2.738 1.739
```

Output
Kohn-Sham gap (spin up / spin down) ... 7.0463 / 7.2961 eV
Expectation value of S² ... 3.76
Spin multiplicity ... 4
Total charge ... +1

Record 10
Molecular formula: C18H21NO10P2SW
Method: DFT, ωB97M-V/def2-TZVPD

XYZ file:
```
54
C18H21NO10P2SW | the OMol25 dataset | ωB97M-V/def2-TZVPD
W 0.024 0.548 0.909
C 3.734 -1.095 3.044
C 3.315 0.336 2.731
O 4.141 1.328 3.295
P 3.260 0.683 0.950
O 4.545 0.192 0.227
O 3.148 2.233 0.759
O 2.000 -0.015 0.482
P 1.531 0.624 3.215
O 1.696 0.880 4.749
O 0.983 1.800 2.387
O 0.578 -0.494 2.822
H 4.770 -1.251 2.743
H 3.096 -1.815 2.531
H 3.650 -1.274 4.117
H 4.386 1.085 4.199
H 4.539 0.154 -0.742
H 3.929 2.753 1.004
H 0.925 0.717 5.311
C -2.536 -6.928 -2.677
C -2.611 -5.466 -2.414
C -2.811 -4.973 -1.109
C -2.874 -3.630 -0.860
C -2.732 -2.714 -1.932
C -2.489 -3.203 -3.244
C -2.452 -4.548 -3.472
S -2.747 -1.023 -1.766
C -3.744 -0.655 -0.315
O -0.734 -0.901 0.521
H -2.861 -7.516 -1.823
H -1.503 -7.204 -2.911
H -3.136 -7.195 -3.548
H -2.907 -5.676 -0.292
H -2.991 -3.273 0.151
H -2.372 -2.500 -4.059
H -2.305 -4.921 -4.478
H -3.700 -1.443 0.427
H -4.768 -0.523 -0.663
H -3.374 0.276 0.110
O 1.828 2.021 -1.989
C 0.881 2.512 -1.453
N -0.166 1.740 -0.799
C -0.834 2.609 -0.004
O -1.475 2.045 0.954
C -0.468 3.995 -0.248
C -0.964 5.191 0.241
C -0.372 6.352 -0.243
C 0.666 6.302 -1.172
C 1.164 5.092 -1.651
C 0.576 3.941 -1.172
H -1.772 5.225 0.957
H -0.725 7.313 0.103
H 1.092 7.229 -1.532
H 1.970 5.059 -2.372
```

Output
Kohn-Sham gap (spin up / spin down) ... 8.3199 / 6.6742 eV
Expectation value of S² ... 2.03
Spin multiplicity ... 3
Total charge ... +2